(1)
# C45H52F3MnN3O4Se

A molecular structure, C45H52F3MnN3O4Se at a distorted geometry (ωB97M-V with the def2-TZVPD basis set, OMol25).

Output
highest occupied orbital energy (spin up / spin down) = -1.60 / -1.10 eV
multiplicity = 2
expectation value of S² = 0.77
gap between HOMO and LUMO (spin up / spin down) = 5.53 / 5.02 eV
net charge = -2

Last column: Löwdin spin population.
Geometry (Å):
Se: -2.473 -1.296 -1.083  -0.0029
Mn: -0.060 -2.552 -0.390  1.0110
F: -2.031 -4.520 -1.266  -0.0027
F: -0.870 -5.253 0.437  -0.0019
F: 0.019 -5.201 -1.555  -0.0027
O: 0.141 -2.294 -2.343  0.0172
O: 0.236 -0.547 0.012  -0.0001
O: 1.727 -3.494 0.138  0.0114
O: 3.644 1.880 6.551  -0.0001
N: 2.502 -4.399 5.500  -0.0009
N: 2.510 -3.568 6.447  -0.0022
N: -0.152 -2.614 1.741  0.0012
C: -0.690 -0.375 -5.280  -0.0003
C: -2.425 -0.097 -3.686  0.0001
C: -1.191 2.610 1.053  -0.0001
C: 1.065 1.799 1.742  0.0000
C: 2.485 -1.409 -3.945  -0.0001
C: 2.892 -4.879 3.239  -0.0014
C: 0.184 -2.586 4.500  -0.0055
C: -1.913 0.219 -4.933  0.0001
C: 1.749 -1.416 -6.308  0.0000
C: 2.527 -0.016 7.369  0.0000
C: 0.731 2.125 3.209  0.0000
C: 1.846 -3.791 1.348  -0.0017
C: -0.870 -1.942 3.901  -0.0002
C: -0.750 -4.430 -0.699  -0.0116
C: -1.017 -1.987 2.511  -0.0038
C: 3.317 0.559 6.378  -0.0002
C: -1.741 -0.939 -2.821  0.0016
C: 4.391 2.497 5.524  0.0000
C: -2.477 2.567 0.512  -0.0006
C: -3.404 3.774 0.636  -0.0001
C: 2.221 -1.361 7.312  -0.0002
C: -0.592 0.402 0.236  -0.0003
C: 1.230 -3.375 -4.880  0.0001
C: -0.259 1.585 0.982  -0.0004
C: 1.830 2.976 1.118  0.0000
C: 1.131 -3.265 3.704  0.0003
C: 0.026 -1.219 -4.455  0.0001
C: -2.839 1.377 -0.107  -0.0003
C: 2.794 -4.703 1.879  -0.0006
C: -2.746 5.004 -0.008  0.0000
C: 2.190 -4.112 4.181  -0.0009
C: -4.743 3.539 -0.064  0.0000
C: -0.494 -1.524 -3.148  0.0009
C: -3.684 4.076 2.115  0.0000
C: -2.608 1.159 -5.916  0.0000
C: 2.649 -2.166 6.251  -0.0002
C: 1.353 -1.842 -4.891  0.0001
C: -3.892 1.749 -5.330  0.0000
C: -1.676 2.327 -6.273  0.0000
C: -1.941 0.332 -0.225  -0.0010
C: 3.394 -1.563 5.239  -0.0003
C: -2.972 0.402 -7.202  0.0000
C: 3.751 -0.222 5.315  0.0000
C: 0.917 -3.207 2.310  -0.0002
C: 2.019 0.597 1.775  0.0000
H: -3.369 0.314 -3.348  0.0000
H: 3.438 -1.826 -4.289  0.0000
H: 2.348 0.303 0.783  0.0000
H: 2.292 -1.753 -2.932  -0.0001
H: 1.216 3.878 1.070  0.0000
H: 0.148 1.313 3.649  0.0000
H: -3.410 5.873 0.048  0.0000
H: 2.194 0.599 8.196  0.0000
H: -3.690 2.297 -4.408  0.0000
H: -2.172 3.019 -6.963  0.0000
H: -4.624 0.969 -5.109  0.0000
H: -0.900 3.511 1.587  0.0000
H: -1.394 2.874 -5.372  0.0000
H: 1.011 -1.734 -7.049  0.0000
H: -5.363 4.437 0.013  0.0000
H: 2.704 -1.882 -6.564  0.0000
H: -3.644 -0.429 -6.975  0.0000
H: -2.757 4.268 2.659  0.0000
H: -4.176 3.224 2.589  0.0000
H: -4.342 2.441 -6.048  0.0000
H: -0.280 -0.148 -6.258  0.0000
H: -4.602 3.312 -1.123  0.0000
H: 0.993 -3.736 -3.881  0.0000
H: 1.648 2.233 3.792  0.0000
H: -3.468 1.066 -7.919  0.0000
H: 1.555 -0.276 2.236  0.0000
H: 3.405 -5.268 1.188  0.0000
H: -1.809 5.259 0.491  0.0000
H: 2.893 0.875 2.380  0.0000
H: -2.082 -0.011 -7.678  0.0000
H: 3.591 -5.605 3.641  -0.0001
H: -0.760 1.972 -6.748  0.0000
H: 4.366 0.195 4.531  0.0000
H: 3.941 2.338 4.543  0.0000
H: 1.665 -1.830 8.114  0.0000
H: 2.139 2.725 0.102  0.0000
H: -1.859 -1.517 2.017  0.0002
H: 2.727 3.204 1.705  0.0000
H: 0.276 -2.588 5.576  -0.0004
H: 3.740 -2.143 4.396  0.0000
H: -5.291 2.710 0.390  0.0000
H: 0.439 -3.695 -5.565  0.0000
H: -2.519 4.805 -1.058  0.0000
H: -3.832 1.238 -0.517  -0.0001
H: -1.604 -1.411 4.494  0.0001
H: 5.422 2.127 5.505  0.0000
H: 1.873 -0.332 -6.386  0.0000
H: -4.330 4.954 2.220  0.0000
H: 4.396 3.562 5.745  0.0000
H: 0.156 3.049 3.309  0.0000
H: 2.572 -0.318 -3.930  0.0000
H: 2.172 -3.829 -5.207  0.0000

Cartesian forces (eV/Å) of the 6 atoms listed first:
Se 0.4697 -0.1328 0.1913
Mn -0.9021 -0.1997 0.7486
F 0.0988 -0.1835 0.0615
F -0.0187 -0.0380 -0.2035
F -0.1779 -0.2020 0.0414
O 0.2774 -0.1184 -0.1560

(2)
# C7H16O2

A molecular structure, C7H16O2 at a distorted geometry (ωB97M-V with the def2-TZVPD basis set, OMol25).

Output
highest occupied orbital energy = -7.72 eV
multiplicity = 1
energy relative to the best compared isomer or geometry (same formula, charge and spin) = 93.67 kcal per mole
gap between HOMO and LUMO = 8.37 eV

Last column: natural (NBO) charge in e.
Geometry (Å):
O: 1.573 -0.551 1.968  -1.0452
O: 2.065 -0.423 -0.668  -0.6837
C: -1.051 0.192 1.358  -0.6554
C: -0.487 0.231 -1.471  -0.4030
C: 0.500 -2.135 0.049  -0.7161
C: 0.138 0.404 0.457  0.0979
C: -1.943 0.627 -1.497  -0.6366
C: 0.938 -0.698 0.044  0.6434
C: 0.723 1.794 0.511  -0.6519
H: -1.739 1.037 1.287  0.2141
H: 2.536 -1.250 -0.834  0.4897
H: 1.083 -2.644 0.818  0.2799
H: 1.662 1.873 -0.034  0.2313
H: 0.014 2.518 0.096  0.2128
H: -2.578 -0.121 -1.017  0.2046
H: -1.601 -0.721 1.138  0.2101
H: -0.553 -2.264 0.288  0.2384
H: 0.688 -2.605 -0.920  0.2161
H: -0.333 -0.718 -1.983  0.1942
H: 0.906 2.050 1.555  0.2396
H: -2.120 1.585 -1.003  0.2035
H: 0.174 0.963 -1.932  0.1995
H: 2.361 0.008 1.946  0.4316
H: -0.666 0.119 2.377  0.2702
H: -2.290 0.729 -2.533  0.2149

Cartesian forces (eV/Å) of the 6 atoms listed first:
O 0.3376 -0.7200 -0.7111
O -0.8174 -0.1032 0.2284
C 0.2370 -0.1273 -0.0302
C -0.1764 1.1047 1.4617
C 0.0903 -0.0550 0.1439
C -1.7372 0.0272 -3.9329

(3)
# C5H7FO9PS

2 unconnected molecules or ions with the total composition C5H7FO9PS at a distorted geometry (ωB97M-V with the def2-TZVPD basis set, OMol25).

Output
highest occupied orbital energy = -4.36 eV
multiplicity = 1
energy relative to the best compared isomer or geometry (same formula, charge and spin) = 0.00 kcal per mole
gap between HOMO and LUMO = 6.82 eV
net charge = -1

Last column: natural (NBO) charge in e.
Geometry (Å):
S: -2.513 0.196 1.967  2.3370
P: 0.378 -0.358 2.541  1.3260
F: -3.663 0.874 1.053  -0.4740
O: -2.724 -1.220 1.913  -0.8978
O: -2.624 0.690 3.314  -0.9184
O: 0.884 -1.158 -2.342  -0.8327
O: -0.395 1.919 1.404  -0.5233
O: 0.602 1.120 -0.390  -0.4772
O: -0.246 -1.143 -4.304  -0.7759
O: 0.151 -1.992 2.355  -0.9676
O: 1.890 2.211 1.125  -0.5046
O: 0.224 0.118 4.116  -0.9531
C: 0.702 -0.846 -3.548  0.7649
C: 1.808 0.024 -4.166  -0.7329
C: -0.358 0.088 -0.035  -0.1149
C: 0.868 1.828 0.768  0.9778
C: -0.829 0.575 1.393  -0.3367
H: -0.432 -0.415 4.607  0.4969
H: -1.202 -0.080 -0.730  0.2483
H: 0.967 -2.315 1.934  0.5158
H: 0.262 -0.833 -0.036  0.2543
H: 2.764 -0.503 -4.120  0.1961
H: 1.897 0.961 -3.609  0.1992
H: 1.590 0.259 -5.209  0.1927

Cartesian forces (eV/Å) of the 6 atoms listed first:
S -0.6945 -0.7752 1.8050
P 2.6257 0.3288 0.0321
F 1.3126 -0.2412 0.5827
O 0.3544 0.5212 -1.4019
O -0.0630 1.0989 -1.0581
O -0.2348 -0.1183 0.1742

(4)
# C20H20N5NaO4Se2

A molecular structure, C20H20N5NaO4Se2 (ωB97M-V with the def2-TZVPD basis set, OMol25).

Output
highest occupied orbital energy = -2.52 eV
multiplicity = 1
energy relative to the best compared isomer or geometry (same formula, charge and spin) = 0.00 kcal per mole
gap between HOMO and LUMO = 6.59 eV
net charge = -2

Last column: natural (NBO) charge in e.
Geometry (Å):
Se: 2.613 -5.249 0.423  -0.4693
Se: -3.785 -0.331 -0.162  2.7516
Na: -1.203 -1.451 -0.018  0.9115
O: -3.819 1.311 -0.034  -1.1529
O: -2.972 -0.918 1.157  -1.2060
O: -2.815 -0.755 -1.437  -1.1928
O: -5.275 -0.969 -0.285  -1.1109
N: 0.434 -3.242 -0.013  -0.5859
N: 2.576 -0.178 0.372  -0.4128
N: 0.253 1.648 0.244  -0.4113
N: 0.007 -0.247 -1.831  -0.4546
N: -0.170 -0.195 2.717  -0.4503
C: 0.202 -1.047 -2.871  0.0659
C: -0.577 1.497 -3.340  -0.2153
C: -1.436 1.793 2.108  -0.4885
C: -0.378 0.656 -4.420  -0.1885
C: 2.966 0.652 -1.832  -0.2748
C: -0.043 -1.348 3.377  0.0393
C: -2.245 0.154 3.836  -0.2256
C: -0.975 -1.813 4.284  -0.2887
C: -0.647 1.896 -0.862  -0.2928
C: -1.261 0.535 2.920  0.2716
C: 1.262 -4.036 0.154  0.0932
C: -0.381 1.008 -2.051  0.2496
C: 3.701 -1.538 -1.243  -0.2756
C: 3.178 -1.307 0.023  0.0618
C: 2.426 0.765 -0.557  0.2339
C: 3.614 -0.523 -2.180  -0.1834
C: 1.635 1.971 -0.111  -0.2495
C: -2.101 -1.031 4.520  -0.1725
C: 0.025 -0.649 -4.186  -0.2834
C: -0.155 2.316 1.476  -0.1947
H: -0.832 -2.769 4.772  0.2019
H: -0.897 2.522 -3.478  0.1977
H: 1.666 2.737 -0.905  0.1592
H: -2.870 -1.362 5.209  0.1948
H: -1.693 1.723 -0.571  0.2996
H: 3.247 -2.085 0.777  0.2093
H: 2.813 1.450 -2.550  0.2061
H: 0.846 -1.926 3.147  0.1949
H: 0.660 2.180 2.188  0.2029
H: -0.540 1.014 -5.431  0.1942
H: -2.219 1.603 1.362  0.3103
H: -1.847 2.572 2.760  0.1953
H: -0.265 3.406 1.297  0.1423
H: -0.583 2.954 -1.192  0.1410
H: 0.513 -2.058 -2.630  0.2092
H: -3.131 0.766 3.947  0.2098
H: 2.132 2.401 0.760  0.2074
H: 4.143 -2.501 -1.464  0.2250
H: 4.010 -0.655 -3.181  0.1979
H: 0.187 -1.349 -4.995  0.2029

Cartesian forces (eV/Å) of the 6 atoms listed first:
Se -0.2332 0.2388 -0.0720
Se -0.1895 0.1105 -0.0812
Na 0.6550 -0.2391 0.0560
O -0.0237 0.0126 -0.0765
O -0.2372 -0.0070 0.2060
O -0.2184 0.1139 -0.0817

(5)
# CH7N3

2 unconnected molecules or ions with the total composition CH7N3 at a distorted geometry (ωB97M-V with the def2-TZVPD basis set, OMol25).

Output
highest occupied orbital energy = -9.51 eV
multiplicity = 1
energy relative to the best compared isomer or geometry (same formula, charge and spin) = 4.19 kcal per mole
structure (SMILES) = [H]/N=C/N.N
gap between HOMO and LUMO = 10.69 eV

Last column: natural (NBO) charge in e.
Geometry (Å):
N: 0.866 0.281 1.189  -0.7185
N: -1.920 -0.510 -0.007  -1.1030
N: 1.036 -0.204 -1.106  -0.8439
C: 1.271 0.564 0.012  0.2903
H: -2.407 -1.296 0.404  0.3604
H: 0.272 -0.857 -0.974  0.4126
H: -1.379 -0.078 0.734  0.3836
H: 1.901 1.447 -0.155  0.1362
H: 1.063 1.056 1.829  0.3393
H: 1.864 -0.572 -1.545  0.3838
H: -2.566 0.169 -0.381  0.3594

Cartesian forces (eV/Å) of the 6 atoms listed first:
N -0.6278 0.4129 -0.2510
N 0.3670 -0.1621 0.0121
N -0.4264 0.1002 0.2709
C 0.8867 0.1233 0.7485
H -0.2467 0.1250 -0.1061
H 0.1324 -0.1799 0.0360

no.,total energy (hartree)
1,-6063.2774
2,-426.6666
3,-1711.3464
4,-6314.1031
5,-206.5578